C29H40As2CoN2OS4SeSi | ωB97M-V/def2-TZVPD

Geometry as XYZ:
```
81
Properties=species:S:1:pos:R:3:forces:R:3
Co 0.5667 0.7303 -0.3843 -0.0493 0.2218 -0.0363
O 5.1389 -1.3729 4.3460 0.0008 -0.0277 -0.0374
C 4.3506 -0.9902 3.5239 -0.0303 0.0476 0.0468
S 4.7605 0.0896 2.1869 0.0306 -0.0023 0.0086
C 3.1583 0.2100 1.4827 -0.1407 -0.1483 0.1025
C 2.1486 -0.5189 2.1255 0.1619 0.0838 -0.0679
S 0.5402 -0.5841 1.6368 -0.1182 -0.0381 0.0296
S 2.6326 -1.4337 3.5345 0.0254 -0.0018 0.0380
S 2.9268 1.1551 0.1268 0.0627 0.0555 -0.1095
C -1.9422 2.0762 -2.3890 -0.0455 -0.0150 -0.0493
Si -0.8950 3.3695 -1.5170 0.0553 0.0245 -0.0184
C -2.0526 4.6379 -0.7592 -0.0634 0.0417 0.0338
C 0.1097 4.2720 -2.8433 0.0443 0.0227 -0.0125
N 0.0484 2.6147 -0.2831 0.0078 -0.0499 0.0245
C 0.6271 3.4117 0.7137 0.0281 -0.0457 0.0158
C 1.2952 4.6153 0.4421 0.0161 0.0131 0.0066
C 1.8768 5.3667 1.4541 -0.0127 -0.0120 -0.0288
C 1.8239 4.9439 2.7742 -0.0135 -0.0157 -0.0165
C 1.1684 3.7522 3.0622 -0.0082 -0.0124 0.0004
C 0.5763 3.0067 2.0565 -0.0098 0.0076 0.0375
H -2.0519 2.3053 -3.4531 0.0072 0.0086 0.0350
H -2.9417 2.0471 -1.9464 0.0298 -0.0142 -0.0035
H -1.5219 1.0725 -2.3195 0.0390 -0.0592 -0.0081
H -2.6599 5.1247 -1.5287 0.0180 -0.0103 0.0149
H -1.5027 5.4122 -0.2184 -0.0094 -0.0210 -0.0205
H -2.7280 4.1502 -0.0504 0.0079 0.0172 -0.0067
H -0.4548 4.3317 -3.7788 0.0075 0.0008 0.0238
H 1.0453 3.7473 -3.0534 -0.0257 0.0157 -0.0028
H 0.3613 5.2933 -2.5434 -0.0125 -0.0338 0.0072
H 1.3882 4.9502 -0.5836 -0.0154 -0.0221 -0.0025
H 2.3909 6.2865 1.1982 -0.0018 -0.0040 0.0132
H 2.2869 5.5257 3.5611 -0.0004 -0.0036 -0.0032
H 1.1130 3.3969 4.0854 0.0045 0.0084 -0.0104
H 0.0623 2.0827 2.2948 0.0048 0.0372 -0.0204
Se 0.7571 -1.1398 -1.9802 -0.0148 -0.1152 -0.0489
C 0.3907 -0.2790 -3.6392 0.0125 0.0538 0.0094
C -0.5226 -0.8135 -4.5457 -0.0425 0.0009 -0.0076
C -0.7810 -0.1395 -5.7282 0.0066 -0.0006 0.0013
N -0.2087 1.0131 -6.0783 0.0185 -0.0171 0.0345
C 0.6746 1.5118 -5.2122 -0.0095 -0.0215 0.0003
C 1.0099 0.9127 -4.0090 -0.0168 0.0374 -0.0025
H -1.0438 -1.7359 -4.3218 0.0103 0.0053 0.0113
H -1.4995 -0.5494 -6.4323 0.0102 0.0167 -0.0023
H 1.1434 2.4508 -5.4908 -0.0166 -0.0053 -0.0187
H 1.7413 1.3747 -3.3576 0.0048 0.0001 0.0096
C -4.3996 0.5370 0.2852 -0.0144 0.0005 -0.0137
As -2.6661 -0.3698 0.1249 0.0537 0.0162 -0.0077
C -3.1165 -1.5076 -1.3994 0.0083 0.0235 -0.0007
C -2.8857 -1.6707 1.6125 -0.0089 -0.0238 0.0330
C -4.1125 -2.5188 1.5707 0.0111 -0.0062 -0.0006
C -5.2857 -2.1318 2.2183 0.0008 0.0032 -0.0183
C -6.4317 -2.9122 2.1537 0.0038 0.0031 0.0003
C -6.4279 -4.1020 1.4395 0.0099 0.0009 -0.0026
C -5.2649 -4.5038 0.7953 0.0091 0.0195 0.0065
C -4.1219 -3.7210 0.8608 -0.0225 -0.0090 0.0072
H -5.2233 -0.1773 0.3141 0.0045 0.0063 0.0025
H -4.5251 1.1933 -0.5757 -0.0156 0.0024 0.0114
H -4.4113 1.1483 1.1880 -0.0057 -0.0021 -0.0017
H -4.0805 -2.0002 -1.2712 0.0030 -0.0008 0.0000
H -2.3215 -2.2427 -1.5247 -0.0095 -0.0068 -0.0051
H -3.1401 -0.8713 -2.2853 -0.0048 -0.0145 -0.0124
H -2.8468 -1.0692 2.5227 -0.0083 -0.0050 0.0087
H -1.9815 -2.2784 1.5827 0.0000 -0.0200 -0.0095
H -5.2949 -1.2057 2.7825 -0.0048 -0.0088 0.0001
H -7.3302 -2.5904 2.6665 0.0052 -0.0009 -0.0027
H -7.3202 -4.7133 1.3886 0.0006 0.0059 0.0028
H -5.2461 -5.4331 0.2388 -0.0038 0.0030 0.0035
H -3.2151 -4.0384 0.3587 0.0154 0.0092 -0.0033
C 0.2053 -5.1426 -1.6801 0.0014 0.0372 -0.0338
As -0.0748 -4.1660 -0.0023 0.0137 0.0194 0.0484
C 1.8089 -3.7841 0.3800 -0.0567 -0.0199 0.0340
C -0.2137 -5.7552 1.1535 0.0076 -0.0023 0.0027
H 0.9765 -5.9053 -1.5613 -0.0051 0.0017 -0.0039
H 0.5085 -4.4310 -2.4480 0.0029 -0.0038 0.0079
H -0.7283 -5.6141 -1.9887 0.0055 -0.0140 -0.0034
H 2.4119 -4.6836 0.2435 0.0090 0.0113 -0.0007
H 1.8977 -3.4346 1.4093 0.0162 -0.0268 -0.0401
H 2.1599 -2.9976 -0.2871 0.0243 -0.0093 0.0114
H 0.6113 -6.4460 0.9702 -0.0136 0.0000 0.0079
H -1.1599 -6.2640 0.9654 0.0064 -0.0097 0.0021
H -0.1956 -5.4437 2.1982 0.0038 -0.0035 -0.0001
```
Positions in Å, forces in eV/Å.

Calculated values
2S+1	5
energy above the lowest of the compared OMol25 structures with the same formula, charge and spin	0.000	eV
orbital gap (alpha / beta)	7.3220 / 5.8825	eV
charge	-1